[1]
Here is 3 unconnected molecules or ions with the total composition C4H12O3 at a distorted geometry from the Open Molecules 2025 dataset. Energies are from ωB97M-V with the def2-TZVPD basis set.

Kohn-Sham gap (eV): 8.657
E_LUMO (hartree): 0.0199
Total energy (a.u.): -385.28480
Energy above the lowest of the compared OMol25 structures with the same formula, charge and spin (kJ/mol): 97.02
Net charge: 0
SMILES: C/C=C(/C)O.O.O

Last column: Mulliken charge in e.
Positions of all 19 atoms, in Å:
C: -1.28587 -0.30268 0.60507  -0.21
H: -1.90717 -2.58845 -0.24395  0.30
O: 1.98450 3.17706 -0.62898  -0.61
O: 1.66313 -1.00993 0.68438  -0.60
C: -0.87633 -0.78047 -0.59937  0.62
H: -2.08275 -0.82093 1.12511  0.28
C: -0.79054 1.03215 1.10023  -1.13
H: 2.43168 -1.31616 1.19903  0.29
O: -0.14288 -0.02955 -1.45447  -0.54
H: 0.27142 0.87637 1.34565  0.27
C: -1.30254 -2.14905 -1.03896  -1.24
H: 0.93324 -1.48859 1.06467  0.32
H: -0.48727 -2.70678 -1.48790  0.32
H: 2.71237 2.54519 -0.77817  0.32
H: 0.55181 0.41908 -0.92392  0.31
H: -0.68629 1.72493 0.25201  0.31
H: -2.08616 -2.08138 -1.81952  0.34
H: 2.38978 4.00288 -0.34258  0.30
H: -1.29012 1.49632 1.94168  0.36

***

[2]
Here is 3 unconnected molecules or ions with the total composition C4H12O3 at a distorted geometry from the Open Molecules 2025 dataset. Energies are from ωB97M-V with the def2-TZVPD basis set.

Kohn-Sham gap (eV): 10.101
E_LUMO (hartree): 0.0170
Total energy (a.u.): -385.27238
Energy above the lowest of the compared OMol25 structures with the same formula, charge and spin (kJ/mol): 129.63
Net charge: 0
SMILES: CCCC=O.O.O

Last column: Mulliken charge in e.
Positions of all 19 atoms, in Å:
H: 1.43427 -3.12917 -2.79814  0.31
H: 0.62805 1.79144 1.89118  0.38
H: -0.91468 -0.36340 2.83801  0.36
C: 1.47075 1.45613 -0.79535  -0.01
H: -3.22507 1.21787 -0.74978  0.31
H: 0.52287 -3.82718 -3.64006  0.32
H: 0.75413 -0.43018 -0.21404  0.30
H: -0.87134 -0.89764 1.20357  0.32
H: -0.74862 1.33290 0.94663  0.15
C: 0.17394 0.93213 1.41434  -0.25
C: -0.25692 -0.44967 1.97758  -1.16
O: 1.59277 2.63691 -0.57974  -0.48
H: 1.95619 0.96649 -1.69003  0.29
H: 2.00811 0.24618 0.89126  0.26
O: -3.26465 1.21087 0.21107  -0.62
H: -4.20191 0.98921 0.36578  0.31
C: 1.14374 0.48596 0.25198  -0.47
H: 0.64499 -1.06472 2.19240  0.32
O: 1.15339 -3.10415 -3.71667  -0.63

***

[3]
Here is 2 unconnected molecules or ions with the total composition C4H12O3 at a distorted geometry from the Open Molecules 2025 dataset. Energies are from ωB97M-V with the def2-TZVPD basis set.

Kohn-Sham gap (eV): 10.445
E_LUMO (hartree): 0.0243
Total energy (a.u.): -385.30189
Energy above the lowest of the compared OMol25 structures with the same formula, charge and spin (kJ/mol): 52.15
Net charge: 0
SMILES: OCCCCO.O

Last column: Mulliken charge in e.
Positions of all 19 atoms, in Å:
H: 0.69444 -2.05218 -1.94763  0.39
C: 0.66189 -0.02753 0.85851  -0.43
O: -0.56687 -0.49753 -1.68465  -0.55
O: -0.14769 2.14894 1.56819  -0.56
H: -2.05037 0.34611 -0.34605  0.30
H: 2.18668 -0.47294 -0.64309  0.32
C: 1.32396 -0.94485 -0.17207  -0.34
H: -0.05787 -0.14875 -2.42768  0.30
C: 0.27650 -1.53035 -1.07954  -0.66
H: -1.06837 2.01819 1.39337  0.34
H: 1.68823 -1.81898 0.38410  0.27
H: 1.59990 1.80919 0.49603  0.38
H: -0.30743 -0.43488 1.11621  0.25
H: 1.19210 -0.08091 1.81871  0.33
O: -2.55115 0.75739 0.37234  -0.65
C: 0.56573 1.47073 0.56150  -0.58
H: -3.04680 0.00884 0.73051  0.31
H: 0.03574 1.66758 -0.37525  0.26
H: -0.42862 -2.21807 -0.62353  0.30

***

[4]
Here is 2 unconnected molecules or ions with the total composition C4H12O3 at a distorted geometry from the Open Molecules 2025 dataset. Energies are from ωB97M-V with the def2-TZVPD basis set.

Kohn-Sham gap (eV): 10.535
E_LUMO (hartree): 0.0206
Total energy (a.u.): -385.29665
Energy above the lowest of the compared OMol25 structures with the same formula, charge and spin (kJ/mol): 65.91
Net charge: 0
SMILES: C[C@@H](O)CCO.O

Last column: Mulliken charge in e.
Positions of all 19 atoms, in Å:
H: -0.26210 2.01955 -1.72070  0.32
H: -1.62605 -0.17135 -2.23680  0.22
O: 1.29500 -1.82864 0.83254  -0.56
C: -0.16517 -0.96348 -0.92128  -0.63
H: -2.31317 1.80595 -0.81794  0.43
O: 2.40150 0.69700 2.60610  -0.64
C: -1.89487 0.88489 -0.42171  -1.45
H: 0.45159 -1.24446 -1.77788  0.26
H: -1.33111 1.10352 0.47939  0.35
H: 1.87628 0.89855 3.38349  0.31
H: 2.25733 -0.20952 2.32160  0.34
O: -0.04991 1.12826 -2.00527  -0.53
H: 1.70718 -0.18130 -0.28579  0.21
H: 0.78492 -1.94706 1.63761  0.32
H: -0.67493 -1.87155 -0.61529  0.41
C: -0.97174 0.21306 -1.44843  0.40
H: 0.39967 0.03294 0.95235  0.37
H: -2.72791 0.24152 -0.16198  0.35
C: 0.84346 -0.60790 0.19997  -0.47

***

[5]
Here is 2 unconnected molecules or ions with the total composition C4H12O3 from the Open Molecules 2025 dataset. Energies are from ωB97M-V with the def2-TZVPD basis set.

Kohn-Sham gap (eV): 10.784
E_LUMO (hartree): 0.0243
Total energy (a.u.): -385.29503
Energy above the lowest of the compared OMol25 structures with the same formula, charge and spin (kJ/mol): 70.16
Net charge: 0
SMILES: OCCCCO.O

Last column: Mulliken charge in e.
Positions of all 19 atoms, in Å:
C: 1.78157 1.07512 -0.26848  -0.44
H: -4.03347 0.91517 -0.53651  0.30
H: 0.65067 -1.08909 -1.22872  0.31
H: 1.34298 -2.28069 -0.11463  0.33
H: -1.60635 -0.11533 -0.50443  0.33
H: -0.52181 -0.80948 1.44274  0.31
H: 1.92354 0.96149 -1.35163  0.28
C: -0.53779 -1.41271 0.52713  -0.63
O: -1.63162 -1.06146 -0.31857  -0.51
H: 2.83358 -0.66251 0.31501  0.35
H: -3.60988 2.38613 -0.33461  0.30
H: 2.62857 1.67973 0.06485  0.32
H: -0.14550 1.25434 0.07641  0.23
C: 0.82570 -1.32652 -0.17041  -0.38
H: 1.70348 -0.11122 1.46717  0.32
O: 0.61664 1.83516 0.01363  -0.48
O: -3.27610 1.48131 -0.32718  -0.60
H: -0.75873 -2.42924 0.84962  0.35
C: 1.81450 -0.29021 0.39861  -0.68

***

[6]
Here is 2 unconnected molecules or ions with the total composition C4H12O3 at a distorted geometry from the Open Molecules 2025 dataset. Energies are from ωB97M-V with the def2-TZVPD basis set.

Kohn-Sham gap (eV): 10.863
E_LUMO (hartree): 0.0254
Total energy (a.u.): -385.28302
Energy above the lowest of the compared OMol25 structures with the same formula, charge and spin (kJ/mol): 101.69
Net charge: 0
SMILES: OCCCCO.O

Last column: Mulliken charge in e.
Positions of all 19 atoms, in Å:
H: -1.74835 -1.44404 1.54267  0.32
O: 0.47818 -2.54566 -0.76597  -0.58
C: 0.85891 0.53791 0.77454  -0.45
H: -1.47641 -0.60680 0.04044  0.29
O: 1.90567 0.12804 -0.11164  -0.55
H: 1.61352 -0.49088 -0.76941  0.33
O: -0.87991 5.79092 -3.01667  -0.63
H: -1.47302 -2.93716 -0.63867  0.33
H: 0.85195 -1.34293 1.77323  0.22
C: 0.13472 -0.56256 1.47557  -0.45
C: -0.69036 -2.59988 0.03186  -0.57
H: -0.30658 -0.08147 2.35222  0.34
H: -0.11744 6.28557 -2.70352  0.32
H: -0.60243 -3.42638 0.74699  0.31
H: 1.33036 -2.62208 -0.35715  0.34
H: -0.55113 4.94375 -2.69933  0.31
H: 1.46554 1.12680 1.47487  0.29
H: 0.21705 1.13609 0.10464  0.27
C: -1.01028 -1.28923 0.74533  -0.45

***

[7]
Here is 3 unconnected molecules or ions with the total composition C4H12O3S2 at a distorted geometry from the Open Molecules 2025 dataset. Energies are from ωB97M-V with the def2-TZVPD basis set.

Kohn-Sham gap (eV): 8.679
E_LUMO (hartree): 0.0126
Total energy (a.u.): -1181.60693
Net charge: 0
SMILES: CSSCCC=O.O.O

Last column: Mulliken charge in e.
Positions of all 21 atoms, in Å:
H: -2.81367 -0.69597 1.96185  0.37
S: 1.23017 -0.32260 1.61430  -0.12
C: -1.79158 -0.98258 2.10826  -0.64
C: 1.75482 0.06380 -0.11800  -0.51
H: 0.31342 -3.20850 -1.56779  0.29
H: -0.39192 0.15987 -0.83067  0.32
C: 0.66311 1.96507 -1.46796  -0.31
H: 2.26479 -0.90272 -0.45634  0.28
H: -1.37269 -1.57939 3.05350  0.27
O: 0.14481 -2.77797 -0.71850  -0.55
H: 0.70660 -0.20959 -1.77393  0.43
O: -1.52519 0.08306 -3.17079  -0.64
H: -1.11938 0.92089 -3.40657  0.32
H: -0.66066 -3.40779 -0.57535  0.29
H: -1.66890 -1.69045 1.38065  0.10
H: 2.65281 0.72804 -0.18649  0.42
H: -2.06846 0.22299 -2.40254  0.31
C: 0.59380 0.52814 -1.00713  -0.47
S: -0.64746 0.30136 1.87358  -0.08
O: -0.34730 2.43187 -1.99100  -0.54
H: 1.33534 2.66020 -1.05105  0.45

***

[8]
Here is 3 unconnected molecules or ions with the total composition C4H12O4 at a distorted geometry from the Open Molecules 2025 dataset. Energies are from ωB97M-V with the def2-TZVPD basis set.

Kohn-Sham gap (alpha / beta) (eV): 7.213 / 3.295
Multiplicity: 2
Expectation value of S²: 0.759
E_LUMO (alpha / beta) (hartree): -0.2232 / -0.3672
Total energy (a.u.): -460.10741
Energy above the lowest of the compared OMol25 structures with the same formula, charge and spin (kJ/mol): 209.68
Net charge: +1

Last column: Mulliken charge in e.
Positions of all 20 atoms, in Å:
H: -0.90455 -2.48207 0.60651  0.50
H: -1.57353 -0.94616 2.16758  0.35
C: -0.48282 -0.38566 0.68340  -0.61
H: 0.47597 -2.23806 -0.27823  0.34
H: 5.55897 2.53084 1.26182  0.31
O: -0.40520 -3.78429 -2.47205  -0.09
H: -2.53534 5.97091 0.63663  0.31
H: -2.00051 -1.15291 -1.55361  0.46
H: -1.46350 0.05696 0.28664  0.30
H: 5.30641 1.68916 2.42894  0.29
O: -2.23704 6.92545 0.62471  -0.62
O: 5.78926 1.76072 1.69793  -0.59
C: -0.51923 -1.76137 -0.14511  -0.77
C: -1.07216 -1.61389 -1.50752  -0.25
H: -2.32436 -3.33529 -2.08955  0.37
O: -0.57544 -0.56354 2.08250  -0.49
C: -1.21911 -3.03669 -1.99313  0.13
H: 0.29582 0.22906 0.53268  0.44
H: -0.30309 -1.04183 -2.12434  0.31
H: -1.34505 6.79842 0.43438  0.30

***

Question: Among the records above, which one has the highest net charge?
Answer: C4H12O4

***

Question: Which of these has the highest net charge?
Answer: C4H12O4